# 1
# C4H7N3O

A structure of composition C4H7N3O in a non-equilibrium geometry (wB97M-V/def2-TZVPD, the OMol25 dataset).

XYZ file:
```
15
Properties=species:S:1:pos:R:3:forces:R:3
C 2.5761 -0.8806 0.6638 -0.8 3.1 1.7
C 1.6287 -0.0203 -0.3030 3.6 1.9 1.9
C -0.7230 -0.2504 -0.0383 0.0 1.6 1.0
C -2.2512 -0.6215 -0.4079 -4.8 2.2 -0.1
H 1.8804 -1.3155 1.4756 1.4 0.7 -1.0
H 3.2947 0.0960 1.1206 -1.9 -3.4 -1.2
H 3.1787 -1.7127 0.2351 -0.5 1.0 -0.1
H 1.4469 1.2147 -1.6993 2.5 1.2 3.6
H -1.7564 0.9427 1.3229 1.3 0.2 -1.1
H -0.1342 1.8008 0.1828 -2.4 -3.4 3.5
H -2.7495 -1.4807 -1.2500 2.2 2.3 2.5
N 2.2003 1.2042 -0.6139 -5.9 -4.9 -4.3
N 0.3864 -0.5874 -0.6203 -1.6 0.2 -0.3
N -0.7724 0.7443 1.0078 2.2 2.1 -3.7
O -3.1555 0.1955 0.0886 4.8 -4.7 -2.5
```
Positions in Å, forces in eV/Å.

Properties
- spin multiplicity = 1
- charge = 0
- electronic energy (hartree) = -395.8658
- HOMO (eV) = -9.5282

=====

# 2
# C4H7N3O

A structure of composition C4H7N3O in a non-equilibrium geometry (wB97M-V/def2-TZVPD, the OMol25 dataset).

XYZ file:
```
15
Properties=species:S:1:pos:R:3:forces:R:3
C -1.6316 -1.2424 1.3655 -0.3 1.6 0.2
C -0.4497 -0.9631 0.3537 -1.2 -5.9 0.9
C 0.4519 0.9825 -0.5464 0.0 -3.0 3.1
C -0.0232 1.9448 -1.4269 3.3 5.9 -5.9
H -1.4140 -0.5852 2.2330 -0.9 0.6 -0.6
H -1.3901 -2.1086 1.8690 0.7 -2.5 0.4
H -2.7742 -1.3836 1.1541 2.3 1.1 -0.4
H 1.2397 -2.0034 -0.5195 -3.8 0.5 1.8
H 2.5122 1.5457 -0.7315 -3.6 -1.3 3.2
H 2.3358 -0.0118 0.0762 -3.3 3.4 0.4
H -1.1177 2.0947 -1.6050 0.9 -0.3 0.4
N 0.2365 -2.0639 0.1181 2.8 1.8 -1.0
N -0.5151 0.1733 -0.3066 0.7 2.0 -0.9
N 1.6976 1.0150 0.0987 6.0 -1.5 -4.4
O 0.8421 2.6060 -2.1324 -3.6 -2.3 2.7
```
Positions in Å, forces in eV/Å.

Properties
- spin multiplicity = 1
- charge = 0
- electronic energy (hartree) = -395.9669
- HOMO (eV) = -9.8622

=====

# 3
# C4H7N3O

The molecule C4H7N3O in a non-equilibrium geometry (wB97M-V/def2-TZVPD, the OMol25 dataset).

XYZ file:
```
15
Properties=species:S:1:pos:R:3:forces:R:3
C -2.5568 -0.6367 0.0647 0.0 -0.8 0.2
O -1.8219 0.3890 -0.5855 -1.2 0.1 -0.2
N -0.9048 0.9789 0.3462 -1.7 1.9 -1.2
C 0.3304 0.4229 0.1500 2.3 -0.1 -0.2
C 1.5812 1.1422 -0.0188 -0.1 -0.9 0.0
C 2.4993 0.1349 -0.1407 -0.3 -1.8 0.4
N 1.8026 -1.1105 -0.0312 2.5 2.1 -0.6
N 0.4717 -0.8824 0.1355 0.8 -0.5 -0.4
H -1.8565 -1.4592 0.1220 -0.3 -0.7 0.2
H -3.5254 -0.9445 -0.3859 0.9 0.6 -0.7
H -2.8481 -0.3646 1.0597 0.1 0.5 0.7
H -0.9028 1.9301 -0.0836 0.3 -0.8 1.1
H 1.8330 2.2060 -0.0766 -0.5 -0.5 0.2
H 3.6068 0.1854 -0.2111 -1.1 -0.2 -0.1
H 2.2914 -1.9915 -0.3447 -1.7 1.3 0.8
```
Positions in Å, forces in eV/Å.

Properties
- spin multiplicity = 1
- charge = 0
- SMILES = CONc1cc[nH]n1
- electronic energy (hartree) = -396.0149
- HOMO (eV) = -8.6580

=====

# 4
# C4H7N3O

The molecule C4H7N3O in a non-equilibrium geometry (wB97M-V/def2-TZVPD, the OMol25 dataset).

XYZ file:
```
15
Properties=species:S:1:pos:R:3:forces:R:3
O 3.3516 1.3763 -0.8889 -2.1 0.5 -1.7
C 2.2001 1.2814 -1.3285 1.7 -1.2 1.5
N 1.2893 0.4317 -0.7403 -1.3 1.0 -1.5
N 1.6877 -0.5711 0.2002 -5.7 1.7 0.9
C 0.5970 -0.9183 0.9284 4.6 -3.1 -0.8
C -0.9475 -0.7713 0.9082 6.1 -6.0 -2.5
C -1.7371 0.3116 0.8324 -5.8 4.3 -1.3
N -1.6131 -0.4142 -0.4840 0.1 0.1 0.8
H 1.6966 1.7447 -2.2393 1.0 0.1 0.9
H 0.2821 0.6717 -1.1046 2.0 -1.7 1.5
H 1.0067 -1.9155 1.5289 -1.5 2.7 -1.0
H -1.1453 -1.7853 1.3711 -1.2 1.7 -0.2
H -2.5891 -0.0750 1.4673 -0.1 1.8 -0.8
H -1.6249 1.4496 0.5964 0.4 -2.2 1.6
H -2.4541 -0.8164 -1.0474 1.7 0.1 2.6
```
Positions in Å, forces in eV/Å.

Properties
- spin multiplicity = 1
- charge = 0
- SMILES = O=CN/N=C\[C@H]1CN1
- electronic energy (hartree) = -395.9207
- HOMO (eV) = -9.1431

=====

# 5
# C4H7N3O

The molecule C4H7N3O in a non-equilibrium geometry (wB97M-V/def2-TZVPD, the OMol25 dataset).

XYZ file:
```
15
Properties=species:S:1:pos:R:3:forces:R:3
H 2.0397 -2.1627 0.0109 -0.1 0.3 0.1
N 2.5285 -1.3037 -0.2266 0.1 -0.2 -0.1
C 1.8430 -0.2404 -0.1198 -2.2 -0.6 1.2
N 2.3876 0.9571 -0.4249 -0.1 0.4 0.0
C 0.2934 -0.1875 0.3987 3.9 -0.3 -1.7
C -0.5547 0.4609 -0.3604 -4.1 0.0 2.0
C -2.1146 0.5610 0.1567 1.5 0.5 -0.8
N -2.6926 -0.6139 0.5130 0.7 -0.7 -0.2
O -2.6990 1.6241 0.2434 0.6 -0.5 -0.2
H 1.8303 1.7865 -0.4731 0.0 0.1 0.1
H 3.3234 0.9681 -0.7889 0.0 0.0 -0.1
H 0.1075 -0.8072 1.2638 -0.3 0.1 0.0
H -0.3636 1.0814 -1.2053 0.4 0.2 -0.5
H -3.6714 -0.6234 0.7301 -0.2 0.2 0.1
H -2.2574 -1.5005 0.2824 -0.1 0.4 0.1
```
Positions in Å, forces in eV/Å.

Properties
- spin multiplicity = 1
- charge = 0
- SMILES = [H]/N=C(N)\C=C\C(N)=O
- electronic energy (hartree) = -396.1123
- HOMO (eV) = -9.3317

=====

# 6
# C4H7N3O

The molecule C4H7N3O in a non-equilibrium geometry (wB97M-V/def2-TZVPD, the OMol25 dataset).

XYZ file:
```
15
Properties=species:S:1:pos:R:3:forces:R:3
C 1.0817 1.4578 0.2721 -0.2 -1.4 -0.6
N 0.2505 0.5642 -0.5821 0.9 -0.7 0.2
N -1.1069 0.9641 -0.6038 1.8 -0.2 0.1
C -1.9728 0.0260 -0.1763 1.0 -1.6 0.8
O -3.1544 0.1733 0.0492 -0.3 -0.1 -0.4
C -1.0632 -1.1552 0.0260 0.5 2.9 -1.0
C 0.2418 -0.8254 -0.1985 -1.4 1.4 0.8
N 1.2989 -1.7066 0.0328 0.9 1.1 -0.5
H 1.0249 2.4885 -0.1252 0.2 -0.6 0.5
H 0.7894 1.3267 1.3261 -0.1 0.6 -0.2
H 2.0703 0.9996 0.1506 0.1 0.8 0.1
H -1.2327 1.9075 -0.8369 -0.6 1.1 -0.2
H -1.4348 -2.0870 0.0911 -1.2 -3.1 0.7
H 0.8856 -2.5625 0.3290 0.4 -0.6 0.3
H 2.3218 -1.5710 0.2460 -2.2 0.3 -0.5
```
Positions in Å, forces in eV/Å.

Properties
- spin multiplicity = 1
- charge = 0
- SMILES = Cn1[nH]c(=O)cc1N
- electronic energy (hartree) = -396.0729
- HOMO (eV) = -8.3565

=====

# 7
# C4H7N3O

The molecule C4H7N3O in a non-equilibrium geometry (wB97M-V/def2-TZVPD, the OMol25 dataset).

XYZ file:
```
15
Properties=species:S:1:pos:R:3:forces:R:3
C -2.4460 -0.3032 0.1015 -2.1 -3.5 -0.4
C -0.9782 -0.3111 -0.2426 1.1 4.8 1.1
N -0.5666 0.9300 -0.3514 -1.7 -1.6 -0.4
N 0.7481 1.1737 -0.6019 -0.1 -0.3 -2.3
C 1.6204 0.6013 0.3363 1.8 1.8 1.8
C 2.0014 -0.8934 -0.0615 -4.8 2.2 1.0
N 1.1696 -1.8273 -0.3633 0.0 2.8 0.5
O -0.2488 -1.4096 -0.2553 -0.1 -3.1 -0.2
H -2.9981 -1.1709 -0.4458 0.9 1.7 -0.4
H -2.8202 0.7103 -0.1959 0.1 -1.3 0.7
H -2.8423 -0.7987 1.0740 1.5 1.8 -0.6
H 0.8677 2.1487 -0.7312 0.1 0.7 0.0
H 2.5034 1.4417 0.5181 -1.4 -2.9 -0.8
H 1.0174 0.8399 1.2631 1.1 -1.8 0.1
H 2.9720 -1.1312 -0.0441 3.6 -1.2 -0.1
```
Positions in Å, forces in eV/Å.

Properties
- spin multiplicity = 1
- charge = 0
- SMILES = CC1=NNCC=NO1
- electronic energy (hartree) = -395.9305
- HOMO (eV) = -8.0722

=====

# 8
# C4H7N3O

The molecule C4H7N3O in a non-equilibrium geometry (wB97M-V/def2-TZVPD, the OMol25 dataset).

XYZ file:
```
15
Properties=species:S:1:pos:R:3:forces:R:3
O 2.7347 -0.4556 -0.0861 -0.9 -0.5 4.6
N 2.1334 0.8686 0.0520 0.2 -0.1 0.4
C 0.7875 0.5976 -0.4812 5.5 -0.6 4.3
N -0.0109 1.4718 -0.3244 -6.0 6.6 0.3
C -1.3590 0.9196 -0.2722 1.9 -1.1 -1.1
C -1.6266 -0.1822 0.7121 -0.4 0.4 3.6
C -1.0444 -0.5418 -0.5058 -3.2 -6.3 -3.8
N 0.3205 -0.6477 -0.4688 3.4 -2.9 -1.5
H 2.2700 -0.9918 0.7488 1.9 1.6 -3.2
H 2.2395 1.4503 1.1324 -0.8 -2.9 -4.2
H -2.1603 1.2484 -0.8639 -0.8 1.4 -0.2
H -2.6739 -0.4879 0.6661 0.3 0.3 1.1
H -0.9197 -0.4151 1.5781 -1.6 0.8 -0.7
H -1.6903 -1.5295 -1.0052 2.1 3.3 0.5
H 0.9995 -1.3048 -0.8819 -1.5 -0.1 0.1
```
Positions in Å, forces in eV/Å.

Properties
- spin multiplicity = 1
- charge = 0
- SMILES = ONC1=N[C@@H]2C[C@@H]2N1
- electronic energy (hartree) = -395.8863
- HOMO (eV) = -8.7195